Molecular formula: C5H10O
Method: DFT, ωB97M-V with the def2-TZVPD basis set

Results
HOMO energy	-9.89	eV
SMILES string	C[C@H]1CCOC1
energy relative to the best compared isomer or geometry (same formula, charge and spin)	108.0	kJ/mol
total energy	-7393.6463	eV
largest force on an atom	1.082	eV Å⁻¹
net charge	0

Last column: Löwdin charge in e.
Cartesian coordinates (Å):
1 C -1.15899 -1.20826 0.63446  -0.093
2 C -0.20414 -0.65557 -0.42866  -0.287
3 C -0.51960 0.81955 -0.80192  -0.139
4 C 0.73376 1.47117 -0.24036  -0.226
5 O 1.00042 0.77991 0.96831  -0.140
6 C 1.16636 -0.51648 0.41738  -0.184
7 H -2.23008 -1.06958 0.45198  0.078
8 H -0.96743 -2.27625 0.78360  0.078
9 H -0.91412 -0.67792 1.56015  0.082
10 H -0.21478 -1.28683 -1.33082  0.131
11 H -0.60822 1.01343 -1.87926  0.112
12 H -1.43154 1.19663 -0.32088  0.113
13 H 0.71562 2.54760 -0.08004  0.126
14 H 1.52866 1.14095 -0.92908  0.115
15 H 2.18592 -0.50035 -0.01990  0.123
16 H 1.18567 -1.28233 1.19061  0.112



Molecular formula: C5H10O
Method: DFT, ωB97M-V with the def2-TZVPD basis set

Results
HOMO energy	-8.43	eV
SMILES string	CC/C=C(\C)O
energy relative to the best compared isomer or geometry (same formula, charge and spin)	67.4	kJ/mol
total energy	-7394.0668	eV
largest force on an atom	0.432	eV Å⁻¹
net charge	0

Last column: Löwdin charge in e.
Cartesian coordinates (Å):
1 C 1.40671 -1.11263 1.31887  -0.115
2 C 1.36746 -0.39428 -0.03482  -0.266
3 C 0.07570 -0.46877 -0.81569  -0.070
4 C -0.99749 0.30559 -0.64876  -0.398
5 C -1.21566 1.31462 0.44191  -0.028
6 O -2.05898 0.16072 -1.51315  0.016
7 H 2.42717 -1.10458 1.72037  0.068
8 H 0.75820 -0.62266 2.05391  0.062
9 H 1.08504 -2.15548 1.23407  0.072
10 H 1.64736 0.65598 0.11917  0.103
11 H 0.02657 -1.17623 -1.64130  0.112
12 H 2.15502 -0.81582 -0.67032  0.100
13 H -2.16943 1.10431 0.94226  0.090
14 H -1.26751 2.33798 0.04679  0.088
15 H -0.42605 1.27865 1.19488  0.070
16 H -2.58316 0.97075 -1.49416  0.096



Molecular formula: C5H10O
Method: DFT, ωB97M-V with the def2-TZVPD basis set

Results
HOMO energy	-9.34	eV
SMILES string	C=CC1CC1.O
energy relative to the best compared isomer or geometry (same formula, charge and spin)	151.8	kJ/mol
total energy	-7393.1917	eV
largest force on an atom	0.218	eV Å⁻¹
net charge	0

Last column: Löwdin charge in e.
Cartesian coordinates (Å):
1 C 0.76774 -1.68884 1.25417  -0.007
2 C 0.41915 -0.48469 0.79670  -0.196
3 O 0.34070 -1.31694 -2.05248  -0.065
4 C -0.93635 0.09937 0.86663  -0.301
5 C -1.05811 1.59677 1.02785  -0.121
6 C -1.43745 0.95819 -0.26921  -0.121
7 H 0.04523 -2.34395 1.73580  0.063
8 H 1.79196 -2.04612 1.19277  0.057
9 H 0.25979 -1.64036 -1.14344  -0.001
10 H 1.17682 0.14871 0.32980  0.116
11 H 1.28431 -1.13843 -2.13867  0.039
12 H -1.67647 -0.51536 1.37505  0.138
13 H -1.84417 1.97334 1.67548  0.098
14 H -0.13058 2.16329 1.07092  0.101
15 H -0.78609 1.07248 -1.13095  0.097
16 H -2.49459 0.88257 -0.50863  0.103



Molecular formula: C5H10O
Method: DFT, ωB97M-V with the def2-TZVPD basis set

Results
HOMO energy	-8.53	eV
energy relative to the best compared isomer or geometry (same formula, charge and spin)	391.4	kJ/mol
total energy	-7390.7085	eV
largest force on an atom	0.812	eV Å⁻¹
net charge	0

Last column: Löwdin charge in e.
Cartesian coordinates (Å):
1 C 0.16670 1.40020 -0.63844  -0.067
2 C 0.23147 0.34160 0.47254  -0.373
3 C -0.96420 0.50135 1.45206  -0.269
4 O -1.96207 -0.37041 0.98164  -0.124
5 C 0.12799 -1.07765 0.03363  0.018
6 C 0.87171 -1.55784 -1.12311  -0.114
7 H 0.96739 1.28770 -1.37601  0.065
8 H 0.24754 2.40152 -0.20266  0.080
9 H -0.79907 1.33284 -1.15074  0.093
10 H 1.21791 0.41507 0.97044  0.159
11 H -1.34229 1.53097 1.44893  0.114
12 H -0.66535 0.25737 2.48442  0.113
13 H -1.38211 -1.17076 0.74146  0.037
14 H 0.29183 -2.30616 -1.67888  0.089
15 H 1.65314 -2.15283 -0.61511  0.111
16 H 1.33941 -0.83297 -1.80018  0.067



Molecular formula: C5H10O
Method: DFT, ωB97M-V with the def2-TZVPD basis set

Results
HOMO energy	-8.20	eV
SMILES string	C=CC(=C)C.O
energy relative to the best compared isomer or geometry (same formula, charge and spin)	289.5	kJ/mol
total energy	-7391.7649	eV
largest force on an atom	2.215	eV Å⁻¹
net charge	0

Last column: Löwdin charge in e.
Cartesian coordinates (Å):
1 C 1.58597 -2.62725 0.43750  -0.067
2 C 1.24757 -1.27929 -0.18871  -0.370
3 C 1.64942 -0.99763 -1.44769  0.036
4 C -0.11013 0.73680 0.27433  0.013
5 C 0.57919 -0.32095 0.70962  -0.148
6 H 1.85396 -3.36239 -0.31620  0.074
7 H 0.75030 -2.83432 1.10141  0.075
8 H 2.52534 -2.52631 0.97448  0.078
9 H 2.55026 -1.54596 -1.73228  0.060
10 H 1.24924 -0.33968 -2.20131  0.052
11 H 0.13190 1.22228 -0.66227  0.047
12 H -1.16016 0.92087 0.48620  0.061
13 H 0.35630 -0.77620 1.67204  0.093
14 H -3.06329 3.29852 -0.27994  0.026
15 H -4.13439 4.30340 -0.34799  0.039
16 O -3.79262 3.62879 0.25969  -0.067



Molecular formula: C5H10O
Method: DFT, ωB97M-V with the def2-TZVPD basis set

Results
HOMO energy	-9.56	eV
SMILES string	C=CCCCO
energy relative to the best compared isomer or geometry (same formula, charge and spin)	222.9	kJ/mol
total energy	-7392.4553	eV
largest force on an atom	3.666	eV Å⁻¹
net charge	0

Last column: Löwdin charge in e.
Cartesian coordinates (Å):
1 C -1.20532 0.72493 0.94053  -0.258
2 O -2.51965 0.43561 0.39931  -0.093
3 C -0.18176 1.14421 -0.13971  -0.196
4 C 0.44465 -0.05432 -1.02845  -0.183
5 C 1.30270 -0.85875 -0.04899  -0.201
6 C 2.53513 -1.51822 -0.17940  0.011
7 H -0.89509 -0.28036 1.33981  0.104
8 H -1.38772 1.45986 1.75322  0.124
9 H -2.39057 -0.06830 -0.38836  0.048
10 H -0.55252 2.04533 -0.80641  0.139
11 H 0.56144 1.66199 0.52502  0.112
12 H 1.12579 0.53716 -1.68953  0.107
13 H -0.28159 -0.77792 -1.52271  0.127
14 H 0.68159 -1.08306 0.77291  0.047
15 H 2.86871 -2.08883 0.72167  0.055
16 H 3.05473 -1.51784 -1.16403  0.056



Molecular formula: C5H10O
Method: DFT, ωB97M-V with the def2-TZVPD basis set

Results
HOMO energy	-9.68	eV
energy relative to the best compared isomer or geometry (same formula, charge and spin)	600.1	kJ/mol
total energy	-7388.5454	eV
largest force on an atom	5.837	eV Å⁻¹
net charge	0

Last column: Löwdin charge in e.
Cartesian coordinates (Å):
1 C -1.00942 1.20886 -0.37807  -0.111
2 C -0.44793 -0.14497 0.25340  -0.466
3 C -1.38821 -1.31049 0.10802  -0.129
4 C 1.03294 -0.48655 -0.02436  -0.478
5 C 2.17683 0.51514 0.11983  -0.103
6 H -0.74964 2.47147 -0.03681  0.148
7 H -2.19734 1.04705 -0.08894  0.103
8 H -0.85383 1.12486 -1.52460  0.077
9 H -0.27708 0.03188 1.36702  0.140
10 H -1.62765 -1.39832 -1.09279  0.135
11 H -2.37707 -1.22280 0.63631  0.073
12 H -0.90807 -2.33943 0.52475  0.125
13 H 1.91914 1.12999 1.42118  0.177
14 H 2.29249 1.57746 -0.82971  0.173
15 H 3.17409 -0.49752 -0.00448  0.183
16 O 1.24075 -1.70662 -0.45076  -0.048



Molecular formula: C5H10O
Method: DFT, ωB97M-V with the def2-TZVPD basis set

Results
HOMO energy	-8.10	eV
energy relative to the best compared isomer or geometry (same formula, charge and spin)	313.7	kJ/mol
total energy	-7391.5145	eV
largest force on an atom	0.795	eV Å⁻¹
net charge	0

Last column: Löwdin charge in e.
Cartesian coordinates (Å):
1 C -1.48999 0.69482 -0.86588  -0.044
2 C -0.68450 -0.11363 0.11754  -0.463
3 C -1.25900 -0.29200 1.49919  -0.051
4 C 1.49786 -0.37093 0.41362  -0.091
5 O 0.60674 0.56822 0.13580  -0.116
6 C 2.60259 -0.22496 -0.56454  -0.108
7 H -0.88873 0.85198 -1.76799  0.085
8 H -1.73937 1.67019 -0.44064  0.087
9 H -2.40071 0.15596 -1.13406  0.085
10 H -0.48553 -1.09991 -0.31997  0.128
11 H -1.35653 0.67610 1.99737  0.087
12 H -0.60485 -0.93834 2.09277  0.074
13 H -2.24587 -0.75894 1.41816  0.086
14 H 3.50382 -0.72055 -0.21350  0.062
15 H 2.17861 -0.86604 -1.36645  0.097
16 H 2.76546 0.76803 -1.00144  0.079